No. 1
{
  "formula": "C22H18IN4O2STi",
  "method": "wB97M-V/def2-TZVPD",
  "species": ["Ti", "O", "C", "C", "C", "C", "C", "C", "C", "N", "C", "C", "N", "C", "C", "C", "C", "C", "C", "C", "O", "H", "H", "H", "H", "H", "H", "H", "H", "H", "H", "H", "H", "H", "H", "I", "C", "C", "C", "C", "C", "N", "H", "H", "H", "H", "S", "C", "N"],
  "coordinates": [[0.008133, -0.179475, 0.283866], [1.773964, 0.258576, -0.233379], [2.009388, 0.783334, -1.451075], [2.792250, 1.933128, -1.573143], [3.053334, 2.480537, -2.816068], [2.546858, 1.887043, -3.968346], [1.779270, 0.741675, -3.854456], [1.486715, 0.192626, -2.609890], [0.632704, -1.006838, -2.528121], [-0.299188, -1.086328, -1.606075], [-1.154440, -2.268231, -1.604565], [-0.830789, -3.070835, -0.354268], [-0.797089, -2.145003, 0.787824], [-1.175171, -2.586952, 1.933375], [-1.149024, -1.875638, 3.179418], [-1.628925, -2.523890, 4.331537], [-1.597774, -1.918741, 5.561225], [-1.061855, -0.626402, 5.662350], [-0.583514, 0.029536, 4.553590], [-0.620642, -0.569370, 3.279018], [-0.171736, 0.082185, 2.241783], [3.209667, 2.362969, -0.670320], [3.667821, 3.368896, -2.891227], [2.760760, 2.306517, -4.941759], [1.395947, 0.255530, -4.744009], [0.476168, -1.508837, -3.480747], [-0.994752, -2.887222, -2.489083], [-2.203513, -1.958875, -1.576001], [0.156924, -3.519019, -0.469815], [-1.560434, -3.870118, -0.200315], [-1.544327, -3.615299, 1.983192], [-2.025252, -3.528272, 4.229422], [-1.970275, -2.428080, 6.438668], [-1.019218, -0.136515, 6.627010], [-0.165102, 1.024976, 4.629869], [-3.124879, 0.956102, -1.469507], [-1.696404, 2.327497, -0.793440], [-1.793577, 3.658468, -1.168343], [-0.882247, 4.551285, -0.639949], [0.063499, 4.101012, 0.269295], [0.076049, 2.760942, 0.584403], [-0.770606, 1.872435, 0.040830], [-2.562432, 3.976990, -1.855712], [-0.919449, 5.594388, -0.925370], [0.776985, 4.775005, 0.719711], [0.792806, 2.346911, 1.282527], [2.436811, -2.652105, -2.019110], [1.537948, -3.900805, -2.645263], [0.868613, -4.765714, -3.039555]],
  "forces_ev_per_a": [[0.693, -0.485, 0.693], [-0.808, 0.085, 0.024], [0.093, 0.178, -0.136], [0.047, -0.069, 0.150], [-0.018, -0.028, -0.076], [0.005, 0.003, 0.058], [0.038, 0.023, -0.040], [0.014, -0.184, 0.150], [-0.554, 0.556, -0.230], [0.344, -0.044, 0.061], [-0.017, -0.037, -0.027], [-0.025, -0.030, -0.133], [-0.006, 0.144, -0.041], [0.010, -0.065, -0.080], [0.021, 0.071, 0.039], [-0.011, -0.072, -0.071], [0.027, 0.096, 0.073], [-0.025, -0.107, -0.073], [0.033, 0.095, -0.019], [-0.023, -0.051, 0.213], [-0.115, 0.036, -0.687], [-0.009, 0.013, -0.020], [0.003, -0.002, 0.009], [0.001, -0.001, -0.002], [-0.007, -0.012, 0.009], [0.109, -0.296, 0.136], [0.012, 0.005, -0.009], [0.013, 0.035, 0.017], [0.032, 0.019, 0.028], [0.005, 0.014, 0.049], [0.001, 0.013, 0.025], [0.000, 0.005, -0.001], [-0.001, -0.007, -0.006], [-0.006, -0.004, 0.005], [-0.005, -0.005, -0.005], [0.095, 0.177, 0.017], [-0.358, -0.124, -0.155], [-0.056, -0.100, -0.041], [0.071, 0.093, 0.054], [-0.101, 0.053, -0.029], [0.257, -0.014, 0.115], [0.162, 0.090, -0.049], [-0.010, -0.027, -0.002], [-0.002, -0.001, -0.001], [0.017, -0.033, 0.018], [0.014, 0.035, -0.008], [0.203, 0.147, 0.045], [-0.114, -0.299, 0.008], [-0.049, 0.108, -0.053]],
  "gap_ev": [6.502, 6.679],
  "total_energy_ha": -2764.11700,
  "e_above_lowest_kj_mol": 150.6,
  "charge": 0,
  "spin_multiplicity": 2
}

---

No. 2
{
  "formula": "C32H75ClNO11Si",
  "method": "wB97M-V/def2-TZVPD",
  "species": ["C", "C", "C", "C", "C", "Cl", "Si", "C", "C", "C", "C", "C", "C", "C", "N", "O", "H", "H", "H", "H", "H", "H", "H", "H", "H", "H", "H", "H", "H", "H", "H", "H", "H", "H", "H", "H", "H", "H", "H", "H", "H", "C", "O", "C", "C", "O", "C", "H", "H", "H", "H", "H", "H", "H", "H", "H", "H", "C", "O", "C", "C", "O", "C", "H", "H", "H", "H", "H", "H", "H", "H", "H", "H", "C", "O", "C", "C", "O", "C", "H", "H", "H", "H", "H", "H", "H", "H", "H", "H", "C", "O", "C", "C", "O", "C", "H", "H", "H", "H", "H", "H", "H", "H", "H", "H", "C", "O", "C", "C", "O", "C", "H", "H", "H", "H", "H", "H", "H", "H", "H", "H"],
  "coordinates": [[2.548241, -0.637424, 0.286299], [2.101717, -0.914131, -1.147577], [3.072233, -1.902917, -1.813489], [0.645936, -1.394447, -1.119976], [-0.027643, -1.600523, -2.477124], [0.364705, -3.300626, -3.055755], [-1.955008, -1.603188, -2.323607], [-2.691113, 0.110116, -2.516374], [-2.686248, -2.665160, -3.679945], [-2.461103, -2.287728, -0.643821], [0.532944, -0.620549, -3.536818], [1.258490, 0.649883, -3.040449], [2.097081, 1.173624, -4.201120], [0.288636, 1.737123, -2.568201], [2.150066, 0.376182, -1.878888], [3.264978, 0.991999, -1.858318], [1.709641, -0.322767, 0.913885], [2.974840, -1.540992, 0.730357], [3.314260, 0.136129, 0.277873], [2.790779, -2.929328, -1.575686], [3.081207, -1.792585, -2.899248], [4.086926, -1.714799, -1.455851], [0.066972, -0.642663, -0.564272], [0.605916, -2.320579, -0.541399], [-2.299381, 0.863567, -1.831551], [-2.607790, 0.471979, -3.545401], [-3.760758, -0.001027, -2.301381], [-2.220142, -2.479210, -4.651674], [-3.757821, -2.461846, -3.770127], [-2.562884, -3.723666, -3.442578], [-1.628753, -2.445361, 0.045458], [-3.171486, -1.609958, -0.160401], [-2.961260, -3.252661, -0.776647], [1.216725, -1.171875, -4.185648], [-0.277026, -0.271714, -4.188047], [2.545653, 2.136831, -3.963594], [2.887177, 0.466593, -4.462530], [1.443485, 1.295584, -5.069633], [0.849514, 2.663062, -2.416688], [-0.491699, 1.916860, -3.310538], [-0.159224, 1.451918, -1.615645], [-6.598292, -5.325530, -0.964909], [-5.697419, -4.321194, -0.539832], [-6.325268, -3.093647, -0.211187], [-6.484692, -2.914617, 1.281872], [-7.392153, -3.850115, 1.839003], [-6.756064, -4.918933, 2.512017], [-6.033962, -6.253513, -1.039947], [-7.417402, -5.458707, -0.253695], [-7.016490, -5.086487, -1.948998], [-7.300663, -3.017427, -0.704479], [-5.690987, -2.287432, -0.591612], [-6.880436, -1.911707, 1.474436], [-5.512646, -2.990454, 1.776820], [-6.281900, -4.568272, 3.434644], [-5.999084, -5.397512, 1.884458], [-7.526484, -5.646782, 2.761865], [5.077967, 2.827539, 0.883367], [4.033699, 2.692321, 1.832198], [4.120817, 1.514232, 2.612945], [4.630092, 1.788456, 4.011012], [5.970365, 2.245765, 4.008737], [6.093348, 3.648439, 4.142420], [5.001274, 3.828324, 0.462017], [6.060374, 2.706939, 1.347748], [4.967293, 2.097041, 0.074154], [4.762944, 0.776298, 2.120155], [3.112973, 1.091594, 2.680638], [4.596525, 0.859935, 4.588860], [3.977467, 2.517940, 4.503489], [5.814423, 3.972172, 5.151422], [5.473522, 4.178965, 3.415369], [7.139100, 3.897472, 3.970852], [-3.693174, -1.382325, 3.484270], [-4.549801, -2.359128, 4.041069], [-3.927596, -3.165903, 5.027843], [-4.310060, -2.735664, 6.427331], [-3.831486, -1.437258, 6.728196], [-4.817323, -0.427343, 6.625896], [-4.309399, -0.722472, 2.873505], [-3.197523, -0.792627, 4.259860], [-2.932933, -1.845068, 2.844509], [-2.838744, -3.132532, 4.915813], [-4.251480, -4.199325, 4.869602], [-3.865958, -3.431084, 7.145542], [-5.398629, -2.779034, 6.542091], [-5.554010, -0.515385, 7.431692], [-5.337515, -0.466250, 5.665301], [-4.307794, 0.530058, 6.720214], [-2.815365, 5.098715, 1.492851], [-2.846878, 4.065234, 2.459194], [-3.462622, 2.875605, 2.004078], [-2.444511, 1.832567, 1.595624], [-1.685635, 2.249129, 0.471473], [-0.394320, 2.731692, 0.813173], [-2.191910, 5.895111, 1.894956], [-2.391809, 4.753453, 0.546490], [-3.820306, 5.494731, 1.310281], [-4.131710, 3.086260, 1.162420], [-4.066967, 2.477706, 2.825485], [-2.970680, 0.909492, 1.328837], [-1.782195, 1.612295, 2.439329], [0.267205, 1.904368, 1.096854], [-0.431282, 3.448301, 1.636219], [0.020987, 3.218499, -0.066348], [6.918585, 2.074924, -6.614586], [7.640654, 1.169473, -5.803332], [8.629186, 1.788614, -4.998755], [8.164439, 1.986579, -3.571116], [7.087544, 2.900093, -3.481841], [5.822779, 2.274287, -3.344665], [6.097188, 1.519359, -7.064353], [6.513726, 2.905747, -6.031406], [7.551720, 2.476386, -7.413767], [8.919413, 2.754210, -5.427492], [9.510259, 1.139987, -4.998819], [8.994893, 2.390384, -2.983699], [7.882896, 1.020119, -3.138426], [5.710588, 1.812143, -2.359553], [5.665076, 1.511874, -4.111818], [5.065453, 3.049175, -3.449733]],
  "forces_ev_per_a": [[0.045, -0.185, 0.157], [-0.177, 0.064, 0.086], [0.069, 0.073, -0.037], [0.065, 0.107, -0.106], [0.036, 0.136, 0.007], [-0.016, -0.015, 0.063], [-0.053, -0.078, -0.023], [-0.022, -0.016, 0.021], [-0.002, -0.020, 0.001], [-0.002, -0.130, -0.012], [-0.142, -0.079, 0.002], [-0.173, 0.095, 0.184], [-0.090, 0.025, -0.171], [0.110, -0.036, -0.046], [0.401, -0.362, -0.418], [-0.057, 0.130, 0.164], [0.078, 0.117, -0.060], [-0.069, 0.034, -0.029], [-0.034, -0.059, 0.038], [0.078, 0.053, 0.031], [-0.084, -0.086, 0.046], [-0.067, 0.025, -0.053], [0.042, -0.048, -0.018], [-0.053, 0.102, 0.000], [0.000, -0.022, -0.011], [0.034, 0.046, 0.094], [0.050, 0.020, -0.041], [-0.036, -0.002, 0.058], [0.048, 0.009, 0.012], [0.005, 0.053, -0.069], [-0.037, 0.047, -0.044], [0.045, -0.037, -0.002], [-0.005, 0.081, 0.055], [0.014, 0.031, 0.097], [0.090, -0.047, -0.016], [0.011, -0.092, -0.006], [-0.016, 0.064, 0.035], [0.037, 0.015, 0.029], [-0.058, -0.055, 0.050], [0.012, 0.008, 0.072], [-0.155, 0.072, -0.123], [0.008, -0.007, 0.006], [0.021, -0.005, 0.026], [0.018, -0.012, -0.033], [-0.028, 0.048, 0.057], [-0.001, -0.042, -0.087], [-0.010, 0.013, 0.028], [0.005, 0.008, -0.015], [-0.001, -0.006, -0.003], [-0.019, 0.008, 0.008], [0.005, -0.011, 0.006], [0.017, 0.033, -0.025], [0.002, 0.000, 0.004], [0.013, 0.009, -0.006], [0.022, 0.002, -0.007], [-0.001, -0.009, -0.002], [-0.003, 0.011, 0.010], [-0.010, -0.030, -0.050], [0.028, 0.025, 0.056], [-0.101, 0.011, -0.062], [0.041, 0.035, 0.011], [0.002, -0.005, -0.027], [0.008, 0.004, -0.014], [-0.009, -0.007, -0.014], [0.002, 0.014, 0.013], [-0.006, 0.004, 0.010], [0.014, -0.002, 0.034], [0.017, -0.044, 0.042], [-0.005, -0.004, -0.005], [0.001, -0.003, 0.003], [-0.019, 0.003, -0.004], [0.006, 0.002, -0.002], [0.002, -0.007, 0.017], [0.000, 0.024, -0.020], [-0.006, -0.001, 0.031], [0.007, -0.015, -0.024], [-0.007, 0.008, 0.038], [0.014, 0.008, -0.049], [0.006, 0.005, 0.011], [-0.013, -0.019, -0.011], [0.003, 0.011, -0.009], [0.025, 0.004, 0.002], [-0.003, -0.006, 0.002], [-0.001, -0.001, 0.003], [0.000, -0.003, 0.000], [0.004, -0.005, -0.003], [-0.013, -0.010, -0.011], [0.000, 0.006, -0.002], [0.000, -0.004, 0.017], [0.005, 0.008, 0.005], [0.030, -0.013, -0.001], [-0.026, 0.015, 0.027], [0.012, -0.026, -0.059], [0.052, 0.004, 0.027], [0.059, -0.042, 0.034], [-0.014, 0.002, 0.009], [0.000, 0.008, -0.002], [-0.003, -0.013, -0.016], [0.001, -0.002, 0.000], [-0.002, -0.008, -0.003], [0.014, -0.002, -0.035], [0.000, -0.010, 0.018], [0.011, 0.013, 0.007], [-0.050, 0.007, -0.009], [-0.019, -0.007, -0.002], [-0.009, -0.011, 0.004], [-0.021, 0.001, 0.022], [0.008, -0.002, -0.028], [-0.012, 0.009, 0.041], [0.001, -0.003, -0.061], [-0.028, 0.009, 0.041], [0.013, -0.006, -0.010], [-0.005, 0.002, -0.003], [0.006, 0.018, 0.010], [0.003, -0.003, 0.002], [0.002, -0.002, 0.008], [0.009, -0.004, -0.004], [0.004, 0.001, -0.002], [0.010, -0.021, -0.020], [-0.015, -0.004, 0.002], [0.001, 0.003, 0.027]],
  "gap_ev": [8.529, 9.541],
  "total_energy_ha": -2896.09461,
  "charge": 0,
  "spin_multiplicity": 2
}

---

No. 3
{
  "formula": "C14H31Cl8N",
  "method": "wB97M-V/def2-TZVPD",
  "species": ["C", "C", "N", "C", "C", "C", "C", "H", "H", "H", "H", "H", "H", "H", "H", "H", "H", "H", "H", "H", "H", "H", "Cl", "C", "C", "Cl", "H", "H", "H", "H", "Cl", "C", "C", "Cl", "H", "H", "H", "H", "Cl", "C", "C", "Cl", "H", "H", "H", "H", "Cl", "C", "C", "Cl", "H", "H", "H", "H"],
  "coordinates": [[-2.877796, -3.866093, 2.386093], [-2.993796, -3.669093, 0.863093], [-1.777796, -3.127093, 0.200093], [-0.510796, -3.629093, 0.391093], [-0.440796, -4.987093, 0.336093], [-2.131796, -2.816093, -1.098907], [-1.284796, -1.552093, -1.528907], [-3.760796, -4.348093, 2.857093], [-2.563796, -2.988093, 2.726093], [-2.134796, -4.492093, 2.673093], [-3.764796, -3.144093, 0.881093], [-2.941796, -4.668093, 0.574093], [-0.211796, -3.383093, 1.372093], [0.416204, -3.139093, -0.106907], [-1.139796, -5.667093, 0.505093], [0.458204, -5.205093, 1.007093], [-0.068796, -5.308093, -0.702907], [-3.143796, -3.050093, -1.151907], [-1.878796, -3.594093, -1.740907], [-1.482796, -0.691093, -0.806907], [-1.881796, -1.398093, -2.564907], [-0.198796, -1.708093, -1.465907], [-2.222796, 1.272907, 1.853093], [-1.275796, -0.172093, 1.921093], [-0.526796, -0.391093, 3.224093], [0.885204, 0.801907, 3.322093], [-0.396796, 0.070907, 1.197093], [-1.890796, -1.082093, 1.823093], [0.074204, -1.192093, 3.244093], [-1.112796, -0.114093, 4.176093], [-0.993796, 2.982907, -2.958907], [-0.360796, 2.136907, -1.391907], [0.930204, 1.438907, -1.702907], [1.722204, 1.131907, -0.255907], [-1.080796, 1.512907, -1.174907], [-0.303796, 2.875907, -0.635907], [1.822204, 2.022907, -2.215907], [0.828204, 0.409907, -2.157907], [4.865204, 0.679907, -5.711907], [4.937204, 1.376907, -4.071907], [4.813204, 2.976907, -4.065907], [2.983204, 3.303907, -4.380907], [5.869204, 1.119907, -3.404907], [3.949204, 1.107907, -3.602907], [5.380204, 3.413907, -4.863907], [5.234204, 3.515907, -3.378907], [0.713204, 7.763907, 2.056093], [-0.240796, 6.220907, 2.546093], [0.616204, 4.967907, 2.514093], [1.443204, 4.600907, 0.995093], [-1.056796, 5.996907, 1.940093], [-0.572796, 6.670907, 3.453093], [-0.059796, 4.145907, 2.769093], [1.344204, 4.861907, 3.337093]],
  "forces_ev_per_a": [[-2.027, -1.902, -1.680], [9.044, -5.198, 2.940], [-3.285, 2.911, 1.758], [1.462, 4.563, 1.696], [7.639, -4.922, -2.924], [3.048, 1.467, -0.308], [-4.223, 0.652, -1.273], [0.111, 1.033, -0.440], [0.463, 3.995, 2.335], [2.624, -2.275, 0.457], [-6.712, 4.678, -1.845], [-1.813, -1.908, -1.424], [0.105, 0.770, 1.864], [-2.103, -0.429, -0.120], [-3.691, -2.203, 1.417], [-1.032, -0.704, -0.890], [-0.441, 0.092, 1.122], [-2.478, 1.889, -0.635], [1.468, -1.794, -1.818], [-0.122, -1.048, -1.114], [2.505, 0.612, 1.750], [-0.573, -0.330, -0.844], [-0.891, 0.848, 0.253], [2.723, -0.635, -0.037], [-1.711, 5.187, 1.548], [-0.271, 0.338, 0.049], [-1.854, -1.375, 0.562], [0.301, 0.547, -0.965], [1.065, -3.697, 0.158], [0.737, -1.085, -1.540], [0.477, -0.558, 1.179], [2.646, 3.251, -3.543], [1.803, 0.114, -2.939], [1.422, -1.048, 3.737], [-3.652, -3.424, 1.146], [0.424, 0.854, 0.494], [-2.842, -0.752, 0.024], [-0.344, 1.516, -0.158], [0.492, 0.247, 0.528], [-0.167, 2.013, 2.256], [-2.925, -4.297, -5.461], [1.853, 0.290, 0.482], [-1.795, -0.086, -1.703], [1.482, -0.391, -0.119], [-0.245, -0.178, -1.427], [1.316, 2.409, 5.448], [-0.579, -1.086, -0.375], [2.517, 1.208, -0.315], [0.056, -0.506, 2.112], [-0.279, 0.250, 0.004], [-1.368, 0.528, -1.507], [-0.260, -1.006, 1.177], [-0.127, -0.101, -0.533], [0.027, 0.679, -0.559]],
  "gap_ev": 8.556,
  "smiles": "CCN(CC)CC.ClCCCl.ClCCCl.ClCCCl.ClCCCl",
  "total_energy_ha": -4288.01368,
  "e_above_lowest_kj_mol": 179.5,
  "charge": 0
}